No. 1
Entry from the Open Molecules 2025 dataset: C30H22BCl2N12O2Tc as an isolated structure (ωB97M-V/def2-TZVPD).

Last column: natural (NBO) charge in e.
Atoms and positions in Å:
C: 1.58491 -1.77528 -3.25009  -0.316
H: 3.94117 -2.07408 2.85893  0.236
C: -1.52451 2.90175 1.36700  0.250
H: 2.90411 3.76425 -3.85181  0.255
O: -2.42878 4.09481 -1.02245  -0.480
C: 4.86367 -1.78860 0.94253  -0.119
C: -1.58578 -4.30326 -1.52749  -0.043
H: 2.61246 2.07971 -2.09224  0.212
N: 0.11075 1.38079 1.86040  -0.357
C: 0.84247 -1.66725 3.21375  0.050
H: -2.30469 -6.09971 1.08111  0.230
C: 2.81765 -0.73965 1.63223  0.201
H: 2.14189 -2.08532 -4.10665  0.259
C: -2.14472 -5.46795 -1.05982  -0.316
C: 1.79711 2.73258 -2.34448  0.072
H: -3.48770 -2.56639 -0.65495  0.251
C: 0.35488 -2.52594 2.07764  0.073
C: -2.51015 3.85244 1.75926  -0.282
C: 3.88328 -1.58921 1.89883  -0.228
N: -1.13843 -3.59603 -0.45732  -0.433
C: 3.63614 -0.29723 -0.44138  0.065
C: 1.34860 -0.48097 -2.80833  0.005
C: -1.42314 3.44667 -0.93844  0.668
Cl: -2.76402 3.18517 5.69796  0.150
H: 5.45301 -1.22957 -1.05176  0.245
N: -1.78094 0.15207 -0.63768  -0.230
C: -1.28774 2.13796 3.74408  -0.282
Tc: 0.10063 0.96142 -0.18085  0.995
C: 1.79243 -0.52500 2.70537  -0.286
O: -0.18311 -0.62726 3.41037  -0.489
N: -1.41995 -4.27182 0.68839  -0.299
C: 0.44250 0.03124 2.30901  0.513
C: 0.90583 4.52780 -3.65708  -0.117
N: -0.06692 -1.85970 1.04413  -0.197
C: -2.24951 3.04027 4.08334  -0.001
B: -0.72008 -2.18332 -0.36956  0.944
C: 4.73139 -1.12023 -0.26008  -0.237
H: 5.70086 -2.44077 1.13279  0.246
H: -0.83373 1.50532 4.48548  0.274
H: 0.24110 -3.59831 2.08988  0.279
N: -1.90673 -1.19424 -0.51027  -0.343
H: 1.06985 -2.20485 4.12898  0.245
N: 0.60352 -0.48775 -1.70470  -0.289
H: -4.96662 -0.33096 -1.17116  0.259
H: -1.10682 5.07507 -3.05615  0.268
H: 0.99836 5.26610 -4.43694  0.256
C: -0.86359 2.08753 2.37888  0.322
N: 0.32232 -1.79219 -1.43906  -0.334
N: -1.08912 2.60368 0.16071  -0.420
H: 1.67277 0.43597 -3.24976  0.221
N: 0.67161 2.57716 -1.65250  -0.430
H: -1.50540 -3.92326 -2.52591  0.227
C: -2.85839 3.91224 3.07626  0.007
C: -0.31143 3.45918 -1.91614  0.083
C: -3.18804 -1.54053 -0.71352  0.043
H: -3.01101 4.47935 1.03531  0.290
N: 2.67708 -0.08570 0.46339  -0.471
N: 0.00132 -0.54792 1.10295  -0.384
C: -2.00539 -5.39001 0.33697  -0.016
C: -3.91905 -0.40450 -0.97372  -0.311
C: 1.95800 3.69141 -3.34021  -0.206
H: 3.52795 0.19903 -1.38902  0.188
H: -3.16812 1.67358 -1.04362  0.225
Cl: -4.05865 5.00386 3.57996  0.161
H: -2.58172 -6.25408 -1.63339  0.250
C: -2.99232 0.62685 -0.91341  -0.003
H: 2.19112 -0.01974 3.58657  0.264
H: 0.82652 -3.64238 -2.29281  0.252
C: 0.92000 -2.57561 -2.34549  0.042
C: -0.26097 4.42131 -2.91220  -0.157

As for the net charge: +2. Its multiplicity is 1. For the HOMO energy (alpha / beta), the calculation gives -13.5 / -13.5 eV.

No. 2
Entry from the Open Molecules 2025 dataset: an isolated molecule of C6H13NO in a non-equilibrium geometry (ωB97M-V/def2-TZVPD).

Last column: natural (NBO) charge in e.
Atoms and positions in Å:
H: 1.08364 -1.03415 -0.39839  0.228
H: 2.43881 2.06935 1.60261  0.210
H: 2.34153 2.36826 -0.76025  0.202
C: 1.07883 1.01181 0.31183  -0.210
C: -0.87180 -0.31575 -0.61377  0.692
N: -1.93344 -1.02977 -0.12668  -0.623
C: -1.95540 -1.98998 0.97006  -0.416
H: 0.20723 -0.79892 1.16205  0.209
H: -2.19609 -1.50659 1.91640  0.193
H: -2.78045 -1.00762 -0.66899  0.399
H: 2.50785 0.64435 -1.32272  0.200
C: 2.00326 1.07203 1.51802  -0.602
H: 2.86006 0.40960 1.38045  0.200
O: -1.00807 0.38644 -1.60236  -0.632
H: 0.27576 1.73516 0.40935  0.204
C: 0.43936 -0.37500 0.18876  -0.500
C: 1.84100 1.41527 -0.95763  -0.610
H: -2.70851 -2.74675 0.76701  0.209
H: 1.10120 1.69289 -1.70888  0.240
H: 1.53355 0.81200 2.46811  0.203
H: -1.01773 -2.53356 1.04659  0.203

Its SMILES is CNC(=O)CC(C)C. As for the net charge: 0. Its multiplicity is 1. For the HOMO energy, the calculation gives -9.5 eV. For the energy above the lowest of the compared OMol25 structures with the same formula, charge and spin, the calculation gives 8.3 kcal per mole.

No. 3
Entry from the Open Molecules 2025 dataset: C30H34F3N3OSbY as an isolated structure in a non-equilibrium geometry (ωB97M-V/def2-TZVPD).

Last column: Löwdin charge in e.
Atoms and positions in Å:
C: 0.15793 4.26024 0.67091  -0.139
H: 0.71706 0.88302 -5.40419  0.132
C: 2.78065 5.05616 1.15258  0.019
H: 5.56877 1.06816 -2.30407  0.135
C: 2.51765 3.75961 0.73953  -0.110
N: 0.26624 -2.78522 2.36753  -0.043
C: -1.39798 2.89141 -3.67234  0.000
H: 0.59840 -1.36977 -1.79451  0.015
C: 3.62608 1.19667 -1.37214  -0.117
H: 1.09845 -4.74434 2.38980  0.126
H: -3.29873 -2.99215 0.34693  0.100
H: -2.98128 -3.18657 1.91298  0.077
C: -0.98110 -0.47069 4.41692  -0.075
H: 3.33998 3.06640 0.61669  0.094
H: -1.03163 -1.38986 -3.44479  0.114
C: -2.88011 0.17152 2.47791  -0.131
H: 1.55456 0.45736 -3.11252  0.098
F: 1.97367 7.17741 1.71779  0.105
H: -1.59406 1.83071 2.01081  0.091
H: -4.03742 -1.43616 3.30810  0.121
H: -0.26211 -0.69858 5.19412  0.124
C: 1.72369 5.93412 1.31724  -0.268
H: -2.00952 -2.58363 -2.61541  0.125
C: -0.75865 0.60176 3.56049  -0.088
H: -2.74742 -5.23757 0.71369  0.127
H: -1.41021 3.15129 -1.55643  0.091
H: -2.34797 -2.01316 5.01805  0.123
H: -0.20121 -2.87061 3.26546  0.072
F: 6.22105 -1.28945 -1.49696  0.107
C: 0.41185 5.55763 1.08286  0.013
C: 2.96694 -0.73321 -0.09709  -0.155
C: -2.15324 -1.21290 4.31416  -0.075
C: -0.28492 -1.92447 -1.45415  -0.307
H: -1.49561 -4.46810 -0.26215  0.109
C: 1.20886 3.36628 0.48519  -0.376
C: -2.40842 -0.60630 -2.03496  -0.511
C: 0.12410 1.76842 -2.17406  -0.369
C: 5.07467 -0.68942 -1.19341  -0.266
N: -2.53436 -3.14022 1.00223  -0.031
C: -1.95593 -4.48655 0.72668  -0.228
C: 0.39316 -4.16301 1.79475  -0.227
H: 1.20510 -2.46775 2.60134  0.093
H: 3.79012 5.39321 1.34629  0.132
C: -1.71306 0.92917 2.59904  -0.175
H: 4.40751 -2.34767 -0.02311  0.127
Sb: 0.76878 1.38000 -0.16727  1.515
C: 2.68462 0.53977 -0.58296  -0.405
O: -2.51096 -0.24062 -0.83439  -0.126
H: 0.12356 1.21889 3.67988  0.122
H: -3.87522 0.60845 -2.71798  0.140
H: -0.38516 6.27529 1.22306  0.131
C: -3.09883 -0.89635 3.34584  -0.093
Y: -0.87723 -1.16385 0.66120  1.397
C: 0.25912 1.35958 -4.54719  0.011
C: -0.93433 -4.91116 1.77539  -0.177
H: -3.65032 0.47325 1.77836  0.121
C: -1.42381 -1.67091 -2.46427  -0.191
F: -1.25458 2.44840 -5.96585  0.095
H: 2.23963 -1.25463 0.52297  0.056
H: -0.86833 3.96197 0.48640  0.086
H: -2.20224 3.59044 -3.86268  0.130
C: 4.82782 0.58151 -1.68379  0.027
H: 3.42192 2.18949 -1.75507  0.117
H: 0.80297 -4.07609 0.78567  0.112
H: -3.14349 -0.37790 -3.92889  0.138
C: 4.16531 -1.36097 -0.39463  0.010
H: -0.00082 -2.98066 -1.50710  0.038
H: -0.71106 -5.96225 1.59022  0.130
C: -0.93985 2.64098 -2.38923  -0.125
H: -1.39202 -4.86241 2.77079  0.123
C: 0.71959 1.13060 -3.25863  -0.121
N: -3.19025 -0.08868 -2.96625  0.237
C: -0.79639 2.23468 -4.73139  -0.280

As for the net charge: +2. Its multiplicity is 1. For the HOMO energy, the calculation gives -13.8 eV. For the energy above the lowest of the compared OMol25 structures with the same formula, charge and spin, the calculation gives 11.8 kcal per mole.

No. 4
Entry from the Open Molecules 2025 dataset: H8O4Tl as an isolated structure in a non-equilibrium geometry (ωB97M-V/def2-TZVPD).

Last column: natural (NBO) charge in e.
Atoms and positions in Å:
O: -3.62787 -2.87002 0.89678  -0.529
H: -0.84810 4.37736 0.68416  0.518
H: 2.56593 2.98403 -3.90090  0.514
O: 2.72095 2.17442 -3.41436  -0.526
H: 3.51770 1.81100 -3.80080  0.518
O: 1.15618 -3.22828 2.41015  -0.532
H: 0.61466 -3.82987 2.92112  0.511
O: -0.25360 3.95353 0.06516  -0.534
Tl: -0.20996 -0.43663 -0.96347  1.000
H: 2.01694 -3.26714 2.82706  0.519
H: -3.51561 -3.75452 1.24502  0.511
H: -4.45928 -2.57089 1.26490  0.518
H: 0.32204 4.65703 -0.23477  0.513

As for the net charge: +3. Its multiplicity is 1. For the HOMO energy, the calculation gives -21.9 eV. For the energy above the lowest of the compared OMol25 structures with the same formula, charge and spin, the calculation gives 45.0 kcal per mole.

No. 5
Entry from the Open Molecules 2025 dataset: C2H4EuF3NO4S as an isolated structure in a non-equilibrium geometry (ωB97M-V/def2-TZVPD).

Last column: Mulliken spin population.
Atoms and positions in Å:
S: 2.81353 -1.37495 -0.15648  -0.001
H: 5.35315 -2.59429 5.53582  -0.001
H: 3.31055 -1.23717 5.76177  -0.005
F: 4.43822 0.70770 0.27902  0.000
Eu: 1.89289 -1.95695 3.27958  7.044
H: 5.09516 -2.41511 3.76283  0.003
O: 4.10150 -2.03677 -0.40259  0.001
F: 3.37101 0.02640 2.03114  0.002
O: 2.04725 -0.90895 -1.31856  -0.003
F: 2.35797 1.19348 0.51944  0.001
C: 4.95907 -1.94686 4.74472  0.001
O: 0.83934 -1.46047 1.37187  -0.027
H: 5.47119 -0.97696 4.74546  -0.001
O: 3.55256 -1.75257 4.93559  0.012
C: 3.26864 0.25714 0.69386  -0.003
N: 1.99740 -2.21830 0.91758  -0.021

As for the net charge: 0. Its multiplicity is 8. For the HOMO energy (alpha / beta), the calculation gives -7.2 / -7.3 eV.

No. 6
Entry from the Open Molecules 2025 dataset: a 2-piece molecular cluster, C5H14 overall in a non-equilibrium geometry (ωB97M-V/def2-TZVPD).

Last column: natural (NBO) charge in e.
Atoms and positions in Å:
C: -0.60365 -1.07688 1.41212  -0.615
H: 2.02036 3.22503 -2.02580  0.179
H: 1.28244 0.30580 -2.15958  0.189
H: -0.37979 -2.33349 3.16113  0.200
H: -2.67317 -0.49176 1.90487  0.175
H: -0.54123 -3.28034 1.68735  0.195
H: 1.16399 1.34031 -3.63487  0.183
H: -0.05609 -0.33472 1.99662  0.186
H: -1.76748 0.73174 0.93535  0.195
C: -1.94240 -0.33162 1.10816  -0.742
C: 1.14394 1.31223 -2.54848  -0.881
H: 0.14216 1.61366 -2.22786  0.189
C: 2.19277 2.15704 -1.82140  -0.751
H: 2.11321 2.05310 -0.73973  0.196
H: -2.40872 -0.74545 0.21316  0.188
H: 3.21166 1.94623 -2.15081  0.182
H: -1.95278 -2.54607 2.22203  0.194
C: -0.88018 -2.36618 2.19489  -0.660
H: -0.06505 -1.17864 0.47283  0.198

As for the net charge: -1. Its multiplicity is 2. For the HOMO energy (alpha / beta), the calculation gives 1.5 / -7.8 eV. For the energy above the lowest of the compared OMol25 structures with the same formula, charge and spin, the calculation gives 7.5 kcal per mole.

No. 7
Entry from the Open Molecules 2025 dataset: an isolated molecule of C2F2O in a non-equilibrium geometry (ωB97M-V/def2-TZVPD).

Last column: natural (NBO) charge in e.
Atoms and positions in Å:
C: 0.51093 -0.01929 0.00958  0.690
C: -0.78257 0.31360 0.49704  0.343
O: 0.25379 -1.20368 -0.06164  -0.429
F: -1.83574 0.35809 -0.29640  -0.278
F: 1.85359 0.55129 -0.14858  -0.326

As for the net charge: 0. Its multiplicity is 1. For the HOMO energy, the calculation gives -10.2 eV. For the energy above the lowest of the compared OMol25 structures with the same formula, charge and spin, the calculation gives 44.4 kcal per mole.

Number 1: total energy -2989.547117 Ha. Number 2: total energy -366.420638 Ha. Number 3: total energy -1980.834329 Ha. Number 4: total energy -476.727061 Ha. Number 5: total energy -1842.314607 Ha. Number 6: total energy -198.820647 Ha. Number 7: total energy -351.017161 Ha.